No. 1
Formula: H6N2
Source: the Open Molecules 2025 dataset
Level of theory: ωB97M-V/def2-TZVPD

Element x y z (Å)
1 N 2.79 1.53 1.14
2 H 3.69 1.26 0.74
3 H 2.78 2.55 1.23
4 H 2.07 1.29 0.45
5 N -2.79 -1.77 -1.15
6 H -3.71 -1.32 -1.10
7 H -2.09 -1.06 -0.91
8 H -2.75 -2.48 -0.41

As for the energy above the lowest of the compared OMol25 structures with the same formula, charge and spin: 2.7 kcal/mol. Its charge is 0. The value obtained for the HOMO-LUMO gap is 11.210 eV. The molecular weight comes out at 34.06 g/mol. Its total energy is -113.099944 hartree. The calculation puts the LUMO energy at 1.02 eV. As for the structure (SMILES): N.N.

Atomic partial charges in e from the natural (NBO) method, atoms 1 to 6: -1.07 0.36 0.36 0.36 -1.07 0.36

***

No. 2
Formula: C4H6FNS
Source: the Open Molecules 2025 dataset
Level of theory: ωB97M-V/def2-TZVPD

Element x y z (Å)
1 C 1.29 1.83 0.20
2 C 0.34 0.65 0.10
3 C 0.97 -0.71 0.03
4 C 0.40 -1.83 0.44
5 H 0.67 2.68 0.51
6 H 1.88 1.85 -0.71
7 H 2.02 1.63 0.99
8 H -3.01 0.66 -0.69
9 H -0.65 -1.88 0.85
10 H 0.95 -2.74 0.48
11 N -0.91 0.99 0.11
12 F 2.19 -0.63 -0.51
13 S -2.08 -0.20 -0.14

As for the energy above the lowest of the compared OMol25 structures with the same formula, charge and spin: 37.7 kcal/mol. Its charge is 0. The value obtained for the HOMO-LUMO gap is 9.389 eV. The molecular weight comes out at 119.16 g/mol. Its total energy is -708.761779 hartree. The calculation puts the LUMO energy at 0.53 eV. As for the structure (SMILES): C=C(F)/C(C)=N\S.

Atomic partial charges in e from the natural (NBO) method, atoms 1 to 6: -0.65 0.21 0.33 -0.45 0.24 0.24

***

No. 3
Formula: C19H64N8O13
Source: the Open Molecules 2025 dataset
Level of theory: ωB97M-V/def2-TZVPD

Element x y z (Å)
1 C 3.78 1.15 0.44
2 C 5.04 0.44 0.19
3 O 4.90 -0.88 0.53
4 H 3.44 0.74 1.42
5 H 2.99 1.02 -0.30
6 H 3.98 2.21 0.53
7 H 5.81 0.98 0.75
8 H 5.33 0.62 -0.84
9 H 5.74 -1.33 0.37
10 C 1.84 -0.97 -4.40
11 C 2.80 0.21 -4.33
12 O 3.10 0.34 -2.97
13 H 2.45 -1.93 -4.30
14 H 1.31 -1.05 -5.32
15 H 1.07 -1.12 -3.66
16 H 2.40 1.13 -4.70
17 H 3.72 0.04 -4.91
18 H 3.66 1.12 -2.91
19 C -2.52 2.96 -0.86
20 C -2.18 4.37 -0.50
21 O -3.07 5.21 -1.18
22 H -2.33 2.69 -1.90
23 H -3.53 2.66 -0.56
24 H -1.89 2.35 -0.20
25 H -1.15 4.69 -0.64
26 H -2.39 4.74 0.53
27 H -3.01 6.07 -0.75
28 C -2.96 -0.21 -2.77
29 C -1.85 -1.26 -2.69
30 O -1.69 -1.82 -3.87
31 H -2.62 0.64 -3.38
32 H -3.25 0.17 -1.82
33 H -3.91 -0.62 -3.21
34 H -2.15 -1.98 -1.91
35 H -0.89 -0.92 -2.49
36 H -0.93 -2.40 -3.87
37 C -1.79 -1.44 4.01
38 C -1.68 -2.65 4.90
39 O -2.87 -2.75 5.63
40 H -2.59 -1.46 3.25
41 H -0.92 -1.19 3.46
42 H -1.96 -0.65 4.70
43 H -0.90 -2.55 5.64
44 H -1.51 -3.53 4.33
45 H -3.45 -3.37 5.15
46 C -0.44 -0.43 0.52
47 C 0.79 -0.74 -0.33
48 O 0.92 0.36 -1.15
49 H -0.13 0.18 1.33
50 H -0.84 -1.25 1.05
51 H -1.25 0.04 0.02
52 H 0.66 -1.66 -0.85
53 H 1.73 -0.84 0.19
54 H 1.54 0.15 -1.86
55 C -2.15 2.27 3.59
56 O -3.29 1.72 4.25
57 N -2.22 3.11 2.63
58 N -0.94 1.96 3.97
59 H -3.13 3.39 2.25
60 H -1.42 3.44 2.20
61 H -0.83 1.36 4.78
62 H -0.08 2.00 3.38
63 C 3.55 -3.26 -1.81
64 O 2.35 -3.69 -2.33
65 N 4.35 -3.88 -1.09
66 N 4.03 -2.09 -2.01
67 H 4.02 -4.83 -0.87
68 H 5.17 -3.55 -0.58
69 H 3.60 -1.44 -2.61
70 H 4.47 -1.61 -1.24
71 C 1.50 -3.59 1.20
72 O 0.49 -3.15 2.05
73 N 2.79 -3.38 1.29
74 N 1.13 -4.31 0.17
75 H 3.06 -2.77 2.09
76 H 3.38 -3.52 0.43
77 H 0.23 -4.66 0.19
78 H 1.68 -4.66 -0.59
79 C 0.81 3.09 1.39
80 O 1.28 2.11 2.30
81 N 0.60 2.79 0.16
82 N 0.34 4.25 1.74
83 H 0.85 1.82 -0.18
84 H 0.37 3.44 -0.56
85 H 0.19 4.37 2.80
86 H -0.02 5.04 1.20
87 C -3.19 -3.28 1.40
88 O -4.30 -2.85 2.09
89 H -3.04 -2.86 0.44
90 H -3.25 -4.36 1.19
91 H -2.24 -3.17 1.97
92 H -4.27 -1.90 2.21
93 C 0.36 2.70 -3.38
94 O 0.15 4.10 -3.25
95 H 1.22 2.45 -2.72
96 H 0.66 2.66 -4.43
97 H -0.51 2.08 -3.24
98 H 1.03 4.49 -3.08
99 C -3.95 0.24 0.92
100 O -4.83 -0.25 1.93
101 H -3.52 -0.53 0.31
102 H -3.11 0.91 1.24
103 H -4.58 0.94 0.31
104 H -5.22 0.56 2.35

As for the energy above the lowest of the compared OMol25 structures with the same formula, charge and spin: 244.0 kcal/mol. Its charge is 0. The value obtained for the HOMO-LUMO gap is 7.734 eV. The molecular weight comes out at 612.76 g/mol. Its total energy is -2178.262005 hartree. The calculation puts the LUMO energy at -0.55 eV.

Atomic partial charges in e from the Mulliken method, atoms 1 to 6: -0.07 -0.66 -0.55 0.20 -0.58 0.51

***

No. 4
Formula: C37H31ClIMoO2PSi
Source: the Open Molecules 2025 dataset
Level of theory: ωB97M-V/def2-TZVPD

Element x y z (Å)
1 Mo 0.06 1.38 -0.14
2 Cl 5.73 5.95 -1.12
3 C 4.59 4.69 -0.90
4 C 5.03 3.39 -0.65
5 C 4.13 2.35 -0.47
6 C 2.77 2.60 -0.55
7 O 1.92 1.56 -0.40
8 C 2.31 3.91 -0.80
9 C 0.92 4.23 -0.87
10 O -0.01 3.43 -0.66
11 C 3.24 4.95 -0.98
12 H 6.09 3.20 -0.59
13 H 4.47 1.34 -0.28
14 H 0.64 5.26 -1.13
15 H 2.89 5.96 -1.18
16 I -1.87 0.93 -2.13
17 C -3.14 -0.59 -1.44
18 C -4.43 -0.37 -1.86
19 C -5.45 -1.27 -1.52
20 C -5.14 -2.36 -0.78
21 C -3.81 -2.62 -0.36
22 C -3.56 -3.83 0.33
23 C -2.30 -4.18 0.69
24 C -1.24 -3.30 0.40
25 C -1.42 -2.09 -0.22
26 P 0.12 -1.13 -0.49
27 C 0.62 -1.52 -2.19
28 C 1.56 -0.71 -2.83
29 C 1.94 -0.99 -4.13
30 C 1.40 -2.08 -4.80
31 C 0.47 -2.89 -4.16
32 C 0.08 -2.61 -2.86
33 C 1.42 -1.84 0.58
34 C 1.21 -2.05 1.94
35 C 2.23 -2.54 2.74
36 C 3.48 -2.79 2.19
37 C 3.70 -2.57 0.84
38 C 2.67 -2.11 0.03
39 C -2.74 -1.72 -0.67
40 H -4.67 0.50 -2.45
41 H -6.47 -1.08 -1.85
42 H -5.90 -3.08 -0.50
43 H -4.40 -4.47 0.54
44 H -2.10 -5.12 1.18
45 H -0.25 -3.62 0.69
46 H 2.00 0.14 -2.32
47 H 2.67 -0.36 -4.63
48 H 1.69 -2.30 -5.82
49 H 0.04 -3.74 -4.68
50 H -0.66 -3.25 -2.38
51 H 0.24 -1.87 2.37
52 H 2.06 -2.72 3.79
53 H 4.28 -3.17 2.81
54 H 4.66 -2.79 0.40
55 H 2.84 -1.98 -1.03
56 C -0.03 3.93 2.51
57 Si 0.13 2.09 2.27
58 C 1.50 1.32 3.24
59 C -1.51 1.27 2.03
60 C -2.41 2.02 1.24
61 C -3.71 1.57 1.01
62 C -4.12 0.36 1.54
63 C -3.23 -0.42 2.29
64 C -1.95 0.02 2.52
65 H -0.26 4.14 3.56
66 H -0.81 4.37 1.89
67 H 0.92 4.43 2.29
68 H 1.27 1.30 4.30
69 H 2.39 1.93 3.11
70 H 1.73 0.31 2.91
71 H -2.14 3.02 0.90
72 H -4.40 2.17 0.44
73 H -5.13 0.02 1.39
74 H -3.57 -1.35 2.71
75 H -1.28 -0.57 3.14

Its spin multiplicity is 3. As for the energy above the lowest of the compared OMol25 structures with the same formula, charge and spin: 3.5 kcal/mol. Its charge is +2. The value obtained for the HOMO-LUMO gap (spin up / spin down) is 6.856 / 6.698 eV. The molecular weight comes out at 825.01 g/mol. Its total energy is -3035.473943 hartree. The calculation puts the LUMO energy (spin up / spin down) at -6.80 / -6.99 eV. Its expectation value of S² is 2.028.

Atomic partial charges in e from the Mulliken method, atoms 1 to 6: 0.42 -0.16 -0.03 -0.60 -0.62 0.08

***

No. 5
Formula: C37H76BrF2IN7O6
Source: the Open Molecules 2025 dataset
Level of theory: ωB97M-V/def2-TZVPD

Element x y z (Å)
1 C 4.04 0.83 2.02
2 C 4.27 1.32 0.59
3 C 3.74 2.74 0.37
4 C 3.07 2.98 -0.99
5 C 1.55 3.26 -0.80
6 C 0.67 2.92 -2.01
7 C -0.73 2.30 -1.68
8 C -1.47 3.28 -0.72
9 C -1.27 4.80 -0.90
10 C -2.10 5.43 -2.00
11 F -2.17 6.80 -1.73
12 C -1.49 2.40 -3.01
13 N -1.08 1.24 -3.83
14 C -1.99 0.08 -3.45
15 C -1.68 -0.96 -4.52
16 F -0.31 -1.20 -4.61
17 C -2.48 -2.25 -4.63
18 C -3.50 -2.22 -5.79
19 C -1.85 -0.16 -1.92
20 C -1.76 -1.65 -1.47
21 C -0.78 -2.71 -2.02
22 C -0.13 -3.49 -0.86
23 C 1.18 -4.19 -1.26
24 N 1.08 -5.66 -1.09
25 C -3.19 0.30 -1.21
26 C -4.59 0.10 -1.79
27 C -4.96 -0.96 -2.81
28 Br -5.21 1.83 -2.58
29 C -0.76 0.78 -1.22
30 I 1.24 -0.16 -1.57
31 C -0.82 0.74 0.33
32 O -0.20 -0.40 0.93
33 N -0.57 -0.54 2.28
34 O 0.10 -1.33 2.80
35 H 4.22 -0.24 2.01
36 H 3.00 1.00 2.31
37 H 4.72 1.30 2.71
38 H 5.34 1.30 0.37
39 H 3.81 0.60 -0.07
40 H 4.55 3.44 0.55
41 H 3.01 2.94 1.15
42 H 3.26 2.20 -1.72
43 H 3.48 3.90 -1.41
44 H 1.26 2.73 0.11
45 H 1.52 4.32 -0.56
46 H 0.48 3.87 -2.51
47 H 1.22 2.40 -2.78
48 H -1.33 3.09 0.33
49 H -2.54 3.18 -0.89
50 H -1.65 5.26 0.01
51 H -0.25 5.15 -1.00
52 H -1.62 5.36 -2.98
53 H -3.12 5.06 -2.01
54 H -2.56 2.45 -2.88
55 H -1.20 3.30 -3.53
56 H -1.23 1.45 -4.82
57 H -0.09 0.97 -3.74
58 H -2.95 0.49 -3.71
59 H -1.90 -0.44 -5.46
60 H -2.91 -2.61 -3.71
61 H -1.75 -3.00 -4.91
62 H -3.78 -1.19 -5.97
63 H -4.36 -2.82 -5.51
64 H -3.05 -2.62 -6.68
65 H -1.68 -1.66 -0.39
66 H -2.76 -2.06 -1.62
67 H 0.02 -2.39 -2.66
68 H -1.33 -3.46 -2.57
69 H -0.83 -4.22 -0.47
70 H 0.08 -2.82 -0.04
71 H 1.44 -3.91 -2.28
72 H 1.96 -3.85 -0.59
73 H 0.77 -6.05 -1.97
74 H 2.01 -6.03 -0.94
75 H -3.20 -0.15 -0.23
76 H -3.11 1.35 -0.97
77 H -5.28 -0.02 -0.97
78 H -6.04 -0.94 -2.90
79 H -4.60 -0.77 -3.81
80 H -4.73 -1.97 -2.49
81 H -1.80 0.92 0.76
82 H -0.21 1.58 0.64
83 C 5.16 1.17 5.95
84 C 6.23 1.84 5.12
85 O 6.55 1.42 4.02
86 N 6.83 2.95 5.63
87 C 6.57 3.59 6.91
88 H 4.77 0.32 5.41
89 H 5.57 0.83 6.90
90 H 4.34 1.86 6.13
91 H 7.53 3.35 5.03
92 H 6.25 4.62 6.75
93 H 7.49 3.60 7.51
94 H 5.80 3.07 7.46
95 C 0.25 -3.31 -7.76
96 C -0.61 -2.97 -8.95
97 O -1.57 -2.21 -8.86
98 N -0.28 -3.53 -10.14
99 C 0.81 -4.44 -10.43
100 H -0.13 -2.79 -6.88
101 H 0.22 -4.39 -7.57
102 H 1.28 -3.01 -7.93
103 H -0.89 -3.26 -10.90
104 H 1.47 -4.00 -11.18
105 H 0.41 -5.38 -10.82
106 H 1.39 -4.65 -9.54
107 C 0.35 -0.15 8.02
108 C 1.82 -0.19 7.70
109 O 2.29 0.41 6.74
110 N 2.62 -0.91 8.52
111 C 2.25 -1.68 9.70
112 H -0.16 0.47 7.29
113 H -0.08 -1.15 7.99
114 H 0.19 0.29 9.01
115 H 3.60 -0.90 8.25
116 H 2.78 -1.29 10.57
117 H 2.51 -2.73 9.56
118 H 1.18 -1.61 9.88
119 C -2.43 -1.34 5.19
120 C -3.04 -0.72 6.42
121 O -2.45 -0.67 7.48
122 N -4.30 -0.21 6.31
123 C -5.15 -0.18 5.14
124 H -1.43 -1.69 5.43
125 H -3.03 -2.18 4.84
126 H -2.35 -0.59 4.39
127 H -4.65 0.18 7.17
128 H -5.40 0.85 4.89
129 H -6.08 -0.73 5.34
130 H -4.66 -0.64 4.29

As for the energy above the lowest of the compared OMol25 structures with the same formula, charge and spin: 0.7 kcal/mol. Its charge is +1. The value obtained for the HOMO-LUMO gap is 8.014 eV. The molecular weight comes out at 959.86 g/mol. Its total energy is -5361.235556 hartree. The calculation puts the LUMO energy at -2.47 eV.

Atomic partial charges in e from the Mulliken method, atoms 1 to 6: -1.31 0.11 -1.11 -0.82 -0.42 -2.15

***

No. 6
Formula: C30H38N2O7
Source: the Open Molecules 2025 dataset
Level of theory: ωB97M-V/def2-TZVPD

Element x y z (Å)
1 C 2.27 5.41 -1.28
2 C 2.80 4.20 -0.54
3 O 2.12 3.93 0.65
4 C 2.60 2.79 1.23
5 C 2.01 2.33 2.48
6 C 0.93 3.09 3.07
7 C 0.31 2.70 4.38
8 O 0.45 4.08 2.54
9 C 2.51 1.12 3.13
10 O 1.95 0.67 4.13
11 O 3.61 0.49 2.62
12 C 3.93 -0.64 3.40
13 C 5.13 -1.37 2.84
14 O 3.52 2.17 0.71
15 H 2.84 5.62 -2.19
16 H 1.23 5.27 -1.56
17 H 2.32 6.30 -0.65
18 H 2.72 3.28 -1.15
19 H 3.86 4.31 -0.27
20 H 0.93 2.01 4.95
21 H 0.18 3.60 4.98
22 H -0.66 2.25 4.21
23 H 4.11 -0.29 4.43
24 H 3.04 -1.28 3.44
25 H 5.36 -2.29 3.37
26 H 4.95 -1.61 1.79
27 H 6.00 -0.71 2.86
28 C -5.20 7.01 -2.34
29 C -4.76 5.90 -1.39
30 N -3.30 5.65 -1.50
31 C -2.73 4.41 -1.07
32 C -2.03 4.33 0.15
33 C -1.47 3.15 0.55
34 C -1.53 1.98 -0.25
35 C -0.92 0.78 0.21
36 C -0.52 -0.34 -0.57
37 C -0.28 -0.23 -1.95
38 C 0.16 -1.30 -2.68
39 C 0.39 -2.55 -2.08
40 N 0.73 -3.68 -2.89
41 C -0.39 -4.42 -3.51
42 C 0.06 -5.72 -4.17
43 O 1.14 -5.51 -5.06
44 C 2.26 -4.94 -4.41
45 C 1.91 -3.59 -3.79
46 C 0.17 -2.67 -0.70
47 C -0.26 -1.60 0.04
48 C -2.25 2.07 -1.46
49 C -2.83 3.25 -1.85
50 C -2.52 6.89 -1.36
51 C -3.02 7.94 -2.35
52 O -4.41 8.18 -2.18
53 H -5.11 6.70 -3.39
54 H -6.24 7.30 -2.18
55 H -4.97 6.19 -0.36
56 H -5.29 4.96 -1.59
57 H -1.96 5.20 0.77
58 H -0.93 3.12 1.47
59 H -0.69 0.73 1.26
60 H -0.39 0.72 -2.43
61 H 0.32 -1.19 -3.74
62 H -1.13 -4.62 -2.72
63 H -0.86 -3.76 -4.24
64 H 0.37 -6.47 -3.43
65 H -0.76 -6.17 -4.76
66 H 2.60 -5.65 -3.65
67 H 3.06 -4.85 -5.16
68 H 1.69 -2.86 -4.57
69 H 2.75 -3.20 -3.20
70 H 0.34 -3.63 -0.24
71 H -0.44 -1.72 1.09
72 H -2.39 1.19 -2.06
73 H -3.37 3.31 -2.78
74 H -2.64 7.26 -0.33
75 H -1.47 6.65 -1.52
76 H -2.50 8.90 -2.23
77 H -2.87 7.62 -3.38

As for the energy above the lowest of the compared OMol25 structures with the same formula, charge and spin: 95.8 kcal/mol. Its charge is 0. The value obtained for the HOMO-LUMO gap is 3.852 eV. The molecular weight comes out at 538.64 g/mol. Its total energy is -1802.012079 hartree. The calculation puts the LUMO energy at -2.94 eV.

Atomic partial charges in e from the Mulliken method, atoms 1 to 6: -1.11 -0.20 -0.23 0.84 -0.21 1.22

***

No. 7
Formula: C22H41I2O4RuSi
Source: the Open Molecules 2025 dataset
Level of theory: ωB97M-V/def2-TZVPD

Element x y z (Å)
1 Ru -0.31 -0.06 1.67
2 C -1.71 3.50 4.53
3 C -2.20 2.05 4.58
4 C -2.71 1.68 5.99
5 C -1.19 1.03 4.13
6 C 0.13 1.38 3.82
7 C 1.12 0.40 3.66
8 C 0.81 -0.98 3.73
9 C 1.88 -2.03 3.78
10 C -0.56 -1.32 3.85
11 C -1.53 -0.34 4.07
12 H -2.52 4.16 4.82
13 H -1.39 3.78 3.53
14 H -0.88 3.66 5.23
15 H -3.07 1.98 3.92
16 H -1.88 1.59 6.69
17 H -3.26 0.74 5.99
18 H -3.37 2.46 6.35
19 H 0.43 2.42 3.83
20 H 2.16 0.70 3.59
21 H 1.76 -2.77 3.00
22 H 1.80 -2.56 4.74
23 H 2.87 -1.59 3.72
24 H -0.84 -2.36 3.91
25 H -2.54 -0.64 4.27
26 C 1.56 3.48 -3.52
27 C 1.74 1.97 -3.37
28 C 1.43 1.26 -4.67
29 C 3.18 1.68 -2.92
30 O 0.86 1.55 -2.31
31 Si 0.05 0.19 -1.98
32 O -0.64 0.56 -0.53
33 O 1.03 -1.10 -1.76
34 C 1.66 -1.73 -0.68
35 C 2.33 -0.70 0.23
36 C 2.72 -2.67 -1.25
37 C 0.63 -2.56 0.09
38 O -0.98 -0.14 -3.16
39 C -1.82 -1.25 -3.52
40 C -2.76 -0.76 -4.62
41 C -2.62 -1.73 -2.32
42 C -0.95 -2.38 -4.08
43 H 2.24 3.86 -4.27
44 H 1.75 3.98 -2.57
45 H 0.53 3.70 -3.83
46 H 2.09 1.61 -5.46
47 H 0.40 1.43 -4.97
48 H 1.57 0.18 -4.56
49 H 3.88 2.03 -3.67
50 H 3.31 0.60 -2.78
51 H 3.39 2.19 -1.98
52 H 3.06 -0.11 -0.33
53 H 2.84 -1.19 1.07
54 H 1.59 0.03 0.62
55 H 3.43 -2.12 -1.86
56 H 2.24 -3.43 -1.88
57 H 3.26 -3.18 -0.45
58 H -0.13 -1.91 0.59
59 H 1.11 -3.17 0.85
60 H 0.08 -3.21 -0.59
61 H -3.37 0.07 -4.25
62 H -3.42 -1.57 -4.93
63 H -2.19 -0.41 -5.48
64 H -3.27 -0.93 -1.96
65 H -1.95 -2.03 -1.50
66 H -3.24 -2.58 -2.59
67 H -0.41 -2.03 -4.96
68 H -1.57 -3.23 -4.36
69 H -0.21 -2.69 -3.33
70 I -2.57 0.79 0.41
71 I -4.88 0.81 1.98

Its spin multiplicity is 6. Its charge is +2. The value obtained for the HOMO-LUMO gap (spin up / spin down) is 7.056 / 4.191 eV. The molecular weight comes out at 752.53 g/mol. Its total energy is -2143.131031 hartree. The calculation puts the LUMO energy (spin up / spin down) at -7.62 / -10.48 eV. Its expectation value of S² is 8.768.

Atomic partial charges in e from the Mulliken method, atoms 1 to 6: 0.26 -1.81 1.44 -1.45 1.06 -0.59

***

No. 8
Formula: C3H5NO2
Source: the Open Molecules 2025 dataset
Level of theory: ωB97M-V/def2-TZVPD

Element x y z (Å)
1 O 2.10 -0.62 -0.71
2 C 1.73 -0.03 0.27
3 C 0.33 0.32 0.67
4 N -0.52 -0.48 -0.77
5 C -1.72 -0.01 -0.58
6 O -1.95 0.72 0.37
7 H 2.46 0.33 1.04
8 H 0.05 -0.22 1.58
9 H 0.28 1.40 0.90
10 H -0.32 -1.05 -1.58
11 H -2.50 -0.26 -1.27

As for the energy above the lowest of the compared OMol25 structures with the same formula, charge and spin: 70.2 kcal/mol. Its charge is 0. The value obtained for the HOMO-LUMO gap is 10.548 eV. The molecular weight comes out at 87.08 g/mol. Its total energy is -322.462490 hartree. The calculation puts the LUMO energy at 0.71 eV.

Atomic partial charges in e from the natural (NBO) method, atoms 1 to 6: -0.51 0.40 -0.26 -0.65 0.49 -0.65

***

Which value of molecular weight does entry 1 give?
34.06 g/mol